No. 1
{"formula": "C5H14N2O2", "method": "ωB97M-V/def2-TZVPD", "symbols": ["C", "C", "C", "N", "O", "H", "H", "H", "H", "H", "H", "H", "H", "H", "C", "C", "N", "O", "H", "H", "H", "H", "H"], "xyz": [[0.18313, 1.71101, -0.79873], [-0.16610, -0.47370, -1.21894], [-1.00933, 2.17727, -0.03123], [1.36750, 1.70087, -0.19561], [1.15632, -0.61177, -1.76283], [1.15761, -1.27294, -2.46099], [0.20315, 1.92808, -1.86412], [1.30816, 1.18602, 0.75002], [2.11039, 1.33507, -0.78268], [-0.85421, -0.06906, -1.97484], [-0.63719, -1.44654, -1.05634], [-1.01427, 3.27159, -0.01154], [-0.97071, 1.80186, 0.98900], [-1.92764, 1.85360, -0.51831], [-1.17143, -1.34739, 1.51639], [0.23885, -0.95079, 1.12770], [1.08601, -2.02560, 0.86247], [0.75377, 0.07074, 1.66406], [2.02553, -1.74577, 0.61866], [0.71331, -2.76003, 0.27955], [-1.82157, -0.48075, 1.46274], [-1.57464, -2.12561, 0.86527], [-1.15664, -1.72617, 2.54029]], "forces_ev_per_angstrom": [[-0.19, -1.01, 0.30], [-0.48, 1.20, -1.26], [-0.03, -0.04, -0.12], [0.31, -0.32, 0.81], [-0.04, -0.10, 0.08], [0.01, 0.02, -0.01], [-0.08, -0.35, 0.03], [0.21, 0.76, -1.01], [-0.09, 0.13, 0.04], [0.14, 0.14, -0.29], [0.23, -0.12, 0.62], [0.05, -0.01, 0.06], [0.00, 0.03, 0.01], [0.00, -0.04, 0.03], [-0.10, 0.08, -0.70], [1.30, -0.09, 2.54], [-0.53, 0.56, -0.30], [-0.80, -1.08, -0.78], [-0.06, -0.01, -0.04], [0.04, 0.07, -0.01], [-0.05, 0.08, 0.03], [0.03, 0.02, 0.05], [0.14, 0.09, -0.06]], "orbital_gap_ha": 0.30415, "e_above_lowest_ev": 3.9660, "lumo_energy_ev": 0.78, "charge": 0}

***

No. 2
{"formula": "C5H14N2O2", "method": "ωB97M-V/def2-TZVPD", "symbols": ["C", "C", "C", "O", "H", "H", "H", "H", "H", "H", "H", "H", "C", "C", "N", "N", "O", "H", "H", "H", "H", "H", "H"], "xyz": [[1.27118, 0.28478, 0.37490], [2.00712, -1.02445, 0.14603], [1.68249, 1.08682, 1.59458], [1.02015, 1.00028, -0.72332], [-0.10145, 0.99128, -0.82492], [0.10717, -0.07888, 0.68009], [1.75894, 0.45777, 2.48293], [1.56285, -1.56686, -0.68856], [1.98923, -1.65616, 1.03550], [3.05021, -0.80874, -0.10380], [2.65553, 1.54776, 1.40439], [0.95581, 1.87745, 1.78298], [-1.48238, 0.76070, -1.28047], [-1.25666, -0.06920, 0.93904], [-1.68198, -1.31315, 0.63399], [-1.40655, -0.46790, -2.05639], [-1.56399, 0.67384, 1.82341], [-1.57079, -1.55030, -0.35769], [-2.54064, -1.60535, 1.08187], [-0.53813, -0.51101, -2.57705], [-2.17354, -0.57553, -2.71303], [-1.29206, 1.68244, -1.84914], [-2.45255, 0.86439, -0.80535]], "forces_ev_per_angstrom": [[-0.11, 0.14, -0.16], [-0.04, 0.07, 0.01], [-0.03, -0.05, -0.06], [0.07, -0.14, 0.23], [-0.06, -0.09, 0.07], [0.02, -0.03, -0.04], [0.00, 0.00, -0.04], [0.00, 0.02, 0.02], [-0.01, 0.03, -0.02], [-0.05, 0.01, 0.02], [-0.04, -0.03, 0.00], [0.01, -0.02, -0.02], [0.15, -0.11, 0.34], [-0.23, 0.35, 0.12], [0.06, 0.00, -0.12], [0.00, -0.03, -0.02], [0.22, -0.29, -0.43], [0.01, 0.07, 0.09], [0.06, 0.08, -0.01], [-0.06, 0.03, 0.02], [0.08, 0.06, 0.04], [-0.02, -0.06, 0.00], [-0.02, -0.01, -0.02]], "orbital_gap_ha": [0.30347, 0.30354], "e_above_lowest_ev": 4.5632, "lumo_energy_ev": [0.07, 0.08], "charge": 0}

***

No. 3
{"formula": "C5H14N2O2", "method": "ωB97M-V/def2-TZVPD", "symbols": ["O", "C", "C", "C", "C", "C", "N", "N", "H", "H", "H", "H", "H", "H", "H", "H", "H", "H", "H", "H", "H", "H", "O"], "xyz": [[-2.27444, -0.14976, 2.10518], [-2.31803, 0.08774, 0.93801], [-0.87546, 0.37173, 0.22434], [-0.28632, -0.81400, -0.53733], [0.64080, -0.28236, -1.63799], [1.83793, 0.25469, -1.49477], [0.14752, -0.58330, -3.01912], [-0.11760, 0.81621, 1.44656], [-3.18432, 0.34925, 0.34892], [-0.91479, 1.22954, -0.48462], [0.21578, -1.55001, 0.13137], [-1.11840, -1.45872, -0.93748], [2.37236, 0.13151, -0.57738], [2.66913, 0.56360, -2.10422], [-0.48485, -1.41467, -3.00495], [0.95359, -0.73268, -3.68352], [-0.32023, 0.22960, -3.43076], [0.85849, 1.10988, 1.16746], [-0.23984, 0.17876, 2.24324], [-0.40710, 1.70569, 1.92796], [2.92648, -0.58979, 1.89275], [2.66568, 0.94310, 1.71896], [2.23574, 0.07510, 1.71745]], "forces_ev_per_angstrom": [[-0.64, -0.38, -0.19], [2.01, 0.99, -0.40], [-2.13, 0.69, 1.11], [0.22, -0.67, 0.12], [0.48, -1.07, -0.14], [0.91, -0.97, 0.60], [0.59, 0.20, -0.83], [1.26, 2.61, -0.41], [-0.77, -0.46, -0.21], [-0.32, -0.39, 0.79], [0.05, 0.72, -0.33], [0.57, 0.90, 0.07], [-0.77, 0.33, 1.36], [-0.72, 0.21, -1.63], [0.56, 0.74, -0.37], [-0.82, -0.28, 0.83], [-0.54, -0.15, 0.02], [-1.18, -1.58, 0.74], [0.73, -0.61, -0.43], [-0.83, -0.60, -1.11], [-0.14, 0.46, 0.06], [0.61, -0.37, 0.38], [0.89, -0.32, -0.02]], "orbital_gap_ha": 0.39409, "e_above_lowest_ev": 1.1755, "lumo_energy_ev": -7.10, "charge": 2}

***

No. 4
{"formula": "C5H14N2O2S", "method": "ωB97M-V/def2-TZVPD", "symbols": ["C", "C", "C", "C", "C", "N", "N", "O", "O", "S", "H", "H", "H", "H", "H", "H", "H", "H", "H", "H", "H", "H", "H", "H"], "xyz": [[-1.50645, -1.44624, 1.66149], [-1.44945, -1.58916, -0.89586], [-1.71552, 1.02427, -1.11501], [1.84745, 2.02067, 0.82044], [-1.38262, -0.65998, 0.35057], [-1.43357, 0.59443, 0.20813], [1.75605, 1.18897, -0.32159], [3.59817, -0.39941, -0.74113], [2.30647, -0.80702, 1.21434], [2.00246, -0.49272, -0.15328], [-0.56752, -1.66539, 2.13086], [-2.09325, -0.93608, 2.41722], [-2.10227, -2.39413, 1.39049], [-2.45753, -1.78151, -0.96555], [-1.02332, -2.56000, -0.63955], [-0.88197, -1.15653, -1.69584], [-2.18140, 1.98188, -1.16545], [-0.71450, 1.15583, -1.60547], [-2.31638, 0.35962, -1.62316], [1.81711, 1.23449, 1.70710], [2.84830, 2.49842, 0.79423], [1.09729, 2.81813, 0.92216], [3.58849, -0.44543, -1.77390], [0.96396, 1.45689, -0.92125]], "forces_ev_per_angstrom": [[-1.24, -0.33, -0.91], [2.60, 0.07, 2.55], [2.77, 1.71, -0.07], [1.52, -0.92, 2.81], [-0.30, -1.46, -0.44], [-0.69, -0.26, 1.79], [-1.71, -0.54, -1.64], [-0.79, -0.82, -2.56], [-0.51, -0.07, 1.04], [1.63, 1.56, -1.85], [0.64, -0.47, -0.06], [-0.11, 0.43, -0.08], [1.19, 1.20, 0.59], [-2.46, -0.25, -1.28], [0.27, 0.07, 0.03], [-0.38, -0.07, -0.76], [-0.31, 0.84, 0.41], [-0.96, -0.16, -0.39], [-1.15, -1.35, -1.45], [0.04, 2.25, -1.08], [-0.50, -0.10, 0.48], [-0.05, -0.69, -0.21], [-0.09, 0.19, 2.70], [0.59, -0.83, 0.37]], "orbital_gap_ha": 0.36027, "e_above_lowest_ev": 1.6067, "lumo_energy_ev": 0.47, "charge": 0}

***

No. 5
{"formula": "C5H14N2P", "method": "ωB97M-V/def2-TZVPD", "symbols": ["C", "C", "C", "C", "C", "N", "N", "P", "H", "H", "H", "H", "H", "H", "H", "H", "H", "H", "H", "H", "H", "H"], "xyz": [[-1.11346, 1.29278, -0.05404], [0.38158, 1.32667, -0.43479], [-1.80796, -0.03053, -0.68453], [0.10867, -1.34701, -0.71405], [0.93310, -0.08168, -0.05649], [0.60428, -0.27484, 1.37510], [-1.17517, -1.18197, -0.06269], [2.80472, 0.05741, -0.42112], [-1.37070, 1.23724, 1.04247], [-1.55688, 2.27052, -0.46477], [0.54020, 1.42529, -1.52381], [0.90066, 2.09196, 0.01546], [-2.91216, -0.03222, -0.45189], [-1.53778, -0.12983, -1.71559], [0.07726, -1.45718, -1.77880], [0.55151, -2.24879, -0.34538], [1.36181, -0.87796, 1.90928], [0.55862, 0.62682, 1.89394], [-0.49877, -0.71380, 1.10424], [-1.84805, -2.03448, -0.22481], [3.16974, -0.54323, 0.81422], [2.70264, 1.20768, 0.34288]], "forces_ev_per_angstrom": [[-1.71, 0.58, -1.38], [-2.17, -3.52, -1.19], [-0.54, 2.32, 1.50], [1.31, 1.26, 1.66], [0.93, -0.33, -1.18], [1.45, -0.60, 1.88], [-2.16, -2.35, -0.49], [-0.72, -0.60, 0.64], [0.60, 0.41, -1.00], [0.16, -1.65, 0.66], [-0.44, 0.15, 0.34], [1.20, 1.64, 1.26], [1.24, 0.08, -0.58], [-0.69, 0.56, -0.98], [-0.01, 0.61, -0.70], [0.53, -0.58, 0.34], [-2.24, 1.21, -1.45], [0.01, -0.81, -0.52], [0.48, -0.61, 0.71], [1.97, 1.87, 0.80], [0.22, -0.55, -0.31], [0.57, 0.89, -0.04]], "orbital_gap_ha": 0.40738, "e_above_lowest_ev": 0.6060, "lumo_energy_ev": -2.88, "charge": 1}

***

No. 6
{"formula": "C5H14N2S", "method": "ωB97M-V/def2-TZVPD", "symbols": ["N", "C", "C", "S", "C", "N", "C", "C", "H", "H", "H", "H", "H", "H", "H", "H", "H", "H", "H", "H", "H", "H"], "xyz": [[-2.37065, -0.75421, 1.46843], [-1.26850, -0.74223, 0.52088], [-1.87417, -0.86267, -0.80075], [-0.78008, -1.59864, 3.85360], [-0.28102, 0.41133, 0.60161], [0.84128, 0.11334, -0.31165], [1.58223, 1.38373, -0.68820], [2.76134, 0.94904, -1.53479], [-1.80856, -0.58410, 2.40200], [-1.21074, -0.65145, -1.64122], [-2.57239, -1.69567, 1.59810], [-0.72025, -1.66780, 0.75329], [-2.16967, -1.92024, -0.91945], [-2.82160, -0.22717, -0.92056], [0.00188, 0.52442, 1.66010], [-0.85725, 1.34565, 0.17526], [1.58511, -0.40522, 0.16751], [2.02645, 1.97984, 0.15336], [0.80257, 1.86392, -1.20558], [3.48844, 0.38511, -1.00393], [2.39163, 0.32654, -2.41318], [3.25395, 1.82648, -1.91485]], "forces_ev_per_angstrom": [[1.89, 3.21, 2.41], [0.54, -0.83, 0.55], [-1.83, -0.35, -2.52], [0.31, -0.16, 0.30], [-1.33, 0.75, -0.52], [1.45, 1.62, 0.81], [0.50, -2.40, 1.10], [-1.47, 0.01, -2.02], [-1.59, -0.06, -1.25], [0.16, 0.08, 0.10], [-0.86, -2.11, 0.22], [0.61, 0.25, -0.37], [-0.27, 0.37, -0.21], [1.31, -0.74, 0.33], [0.05, 0.39, -0.31], [1.24, -1.38, 0.99], [-0.84, -0.37, 0.19], [-0.93, -0.31, -0.28], [-0.36, 1.52, -0.88], [0.50, -0.60, 0.70], [0.53, 0.72, 1.03], [0.40, 0.40, -0.38]], "orbital_gap_ha": [0.24106, 0.22561], "e_above_lowest_ev": 0.3651, "multiplicity": 2, "lumo_energy_ev": [3.31, 3.31], "s_squared": 0.75, "charge": -1}